C4H8O2 | ωB97M-V/def2-TZVPD

The geometry in XYZ format:
```
14
Properties=species:S:1:pos:R:3:nbo_charge:R:1
C -0.08 -1.44 -1.10 0.216
H 0.51 -2.06 -1.75 0.184
C -1.12 0.41 -0.74 -0.153
H 1.66 1.58 0.41 0.218
H -0.62 -0.31 1.36 0.155
O 0.76 -0.90 -0.12 -0.522
H 0.52 1.90 1.73 0.214
H -0.70 1.34 -0.50 0.221
O -0.61 -0.34 -1.81 -0.513
C 0.01 0.06 0.55 0.087
H 1.69 0.61 1.87 0.232
H -0.91 -1.99 -0.62 0.128
C 1.01 1.11 1.16 -0.650
H -2.11 0.04 -0.45 0.185
```

Its total charge is 0. For the calculated total energy, the calculation gives -307.6018 Ha. The HOMO energy comes out at -9.57 eV.